C32H87N3O18 | the ωB97M-V functional and the def2-TZVPD basis

Properties
energy: -2789.7206 a.u.
total charge: 0
SMILES: COCCNCCOC.COCCNCCOC.COCCNCCOC.OCCO.OCCO.OCCO.OCCO.OCCO.CCO.CCO
gap between HOMO and LUMO: 8.92 eV

The geometry in XYZ format:
```
140
C32H87N3O18 | the Open Molecules 2025 dataset | the ωB97M-V functional and the def2-TZVPD basis
C 7.907 12.017 16.983
C 9.013 11.496 16.077
O 10.082 12.410 15.893
H 7.294 12.789 16.512
H 8.390 12.377 17.924
H 7.245 11.183 17.099
H 8.570 11.244 15.038
H 9.435 10.569 16.485
H 10.952 12.071 16.102
C 13.212 12.382 12.325
C 12.520 12.945 13.572
O 11.106 12.946 13.305
H 13.035 13.049 11.464
H 12.934 11.325 12.132
H 14.291 12.566 12.361
H 12.880 13.960 13.616
H 12.811 12.395 14.505
H 10.683 13.026 14.219
C 15.678 9.891 12.246
O 15.905 9.848 13.644
C 15.799 8.619 14.366
C 15.635 8.915 15.872
N 14.379 9.638 16.105
C 14.125 9.956 17.532
C 12.709 10.485 17.678
O 12.543 11.689 16.861
C 12.984 12.894 17.522
H 16.525 9.464 11.709
H 15.601 10.937 11.952
H 14.761 9.304 12.079
H 16.736 7.990 14.250
H 15.017 7.946 13.967
H 16.545 9.507 16.148
H 15.713 7.941 16.396
H 14.396 10.481 15.506
H 14.742 10.774 17.948
H 14.390 9.073 18.123
H 12.541 10.764 18.723
H 12.006 9.722 17.306
H 13.143 13.677 16.795
H 13.968 12.790 18.066
H 12.211 13.188 18.238
C 7.658 18.530 10.061
O 8.520 17.779 9.096
C 8.413 16.359 9.291
C 9.144 15.923 10.503
N 10.579 16.183 10.503
C 11.331 15.792 11.722
C 12.781 16.274 11.771
O 12.819 17.629 12.214
C 14.100 18.075 12.602
H 7.992 19.556 9.988
H 7.741 18.193 11.094
H 6.609 18.426 9.810
H 8.734 15.861 8.420
H 7.341 16.168 9.509
H 9.088 14.884 10.628
H 8.693 16.412 11.448
H 10.703 17.154 10.267
H 11.292 14.687 11.737
H 10.901 16.171 12.630
H 13.318 16.248 10.810
H 13.366 15.681 12.505
H 14.504 17.525 13.433
H 13.969 19.099 12.916
H 14.759 18.190 11.758
C 16.882 12.935 15.220
O 17.352 13.663 16.398
C 17.348 12.813 17.560
C 17.800 13.595 18.757
N 16.779 14.489 19.150
C 17.252 15.581 20.045
C 16.459 16.812 19.943
O 16.478 17.235 18.550
C 15.969 18.562 18.375
H 17.619 12.217 14.874
H 16.635 13.696 14.448
H 15.981 12.368 15.469
H 17.991 11.942 17.403
H 16.311 12.422 17.734
H 18.747 14.085 18.487
H 18.097 13.021 19.633
H 16.414 14.912 18.311
H 18.275 15.930 19.758
H 17.342 15.231 21.142
H 16.820 17.617 20.622
H 15.385 16.624 20.135
H 14.866 18.557 18.622
H 16.203 18.877 17.370
H 16.425 19.287 19.062
C 17.136 14.799 10.357
C 17.889 14.110 9.202
O 18.454 12.843 9.454
O 16.019 13.950 10.726
H 16.783 15.753 9.980
H 17.822 14.984 11.215
H 18.706 14.815 8.949
H 17.226 14.066 8.381
H 17.791 12.153 9.425
H 16.476 13.152 10.971
C 8.312 11.693 9.500
C 8.354 11.845 11.022
O 9.629 11.339 11.407
O 7.120 12.158 8.853
H 8.599 10.647 9.324
H 9.087 12.382 9.119
H 7.632 11.229 11.481
H 8.272 12.885 11.408
H 10.018 11.898 12.101
H 6.314 11.847 9.264
C 14.032 15.930 15.791
C 12.761 16.790 15.807
O 13.240 17.788 16.664
O 14.403 15.549 17.088
H 14.853 16.490 15.310
H 13.805 15.100 15.096
H 11.845 16.266 16.135
H 12.489 17.150 14.767
H 12.565 18.359 17.014
H 14.635 16.309 17.644
C 15.289 10.888 7.976
C 14.419 11.940 7.305
O 13.469 12.408 8.237
O 15.681 11.415 9.289
H 16.169 10.555 7.367
H 14.728 9.976 8.188
H 14.001 11.613 6.320
H 14.960 12.810 7.000
H 12.897 11.692 8.505
H 15.006 12.112 9.446
C 11.636 8.580 12.686
C 11.733 9.470 13.907
O 11.592 8.639 15.084
O 10.478 8.716 11.884
H 11.669 7.555 13.066
H 12.529 8.687 12.069
H 10.948 10.190 13.930
H 12.704 9.981 13.890
H 12.470 8.762 15.486
H 10.194 9.633 11.870
```